Computed, not measured: a cluster of 3 separate species, C21H46NO2P in total in a non-equilibrium geometry, with ωB97M-V with the def2-TZVPD basis set.

Output
- Molecular weight: 375.58 g mol⁻¹
- F_max: 5.5 eV/Å
- Lowest unoccupied orbital energy: 0.0304 Ha
- Gap between HOMO and LUMO: 9.985 eV
- Total energy: -1374.291461 Ha
- Highest occupied orbital energy: -9.158 eV
- Net charge: 0
- SMILES string: CCCCOP(CC(C)C)OC#N.CCCCCC.CCCCCC

Each line ends with the Löwdin charge.
Positions of all 71 atoms, in Å:
C1 0.05231 -4.91667 5.56690  -0.120
C2 -1.00082 -5.23267 4.43908  -0.244
C3 -0.31827 -5.81328 3.16016  -0.168
C4 -0.14644 -4.75143 2.00907  -0.256
O1 1.24654 -4.72776 1.64116  -0.363
P1 1.62835 -3.44387 0.65433  0.985
C5 3.47286 -3.46122 0.61482  -0.298
C6 4.13695 -4.59314 -0.24475  -0.445
C7 3.18729 -5.65173 -0.87644  -0.105
C8 5.26029 -5.27431 0.61893  -0.091
O2 1.22796 -1.98793 1.49315  -0.245
C9 1.61316 -2.08865 2.78342  -0.415
N1 1.60978 -2.31720 3.88478  0.201
H1 1.04321 -4.65644 5.14699  0.047
H2 -0.30434 -4.03657 6.13473  0.067
H3 0.20161 -5.78834 6.23414  0.069
H4 -1.64948 -4.36238 4.23004  0.100
H5 -1.62955 -6.04838 4.85802  0.097
H6 0.70866 -6.11801 3.44578  0.109
H7 -0.87745 -6.66052 2.72429  0.103
H8 -0.81073 -5.00248 1.15184  0.119
H9 -0.49388 -3.75866 2.37245  0.101
H10 3.79988 -2.47700 0.21340  0.095
H11 3.89217 -3.51089 1.64633  0.089
H12 4.68108 -4.09701 -1.07679  0.123
H13 2.90695 -5.38925 -1.91619  0.079
H14 2.30803 -5.92717 -0.26953  0.055
H15 3.78366 -6.58674 -0.98533  0.077
H16 5.90455 -4.46868 1.02367  0.077
H17 4.74120 -5.78995 1.45356  0.088
H18 5.87764 -5.97025 0.02319  0.077
C10 -0.30398 0.83998 2.58541  -0.104
C11 -0.07183 1.03853 1.10272  -0.274
C12 1.28773 1.65767 0.78085  -0.224
C13 1.50661 3.06827 1.33388  -0.226
C14 0.47716 4.10506 0.88660  -0.267
C15 0.46979 4.33556 -0.62027  -0.112
H19 -0.30188 1.78433 3.13324  0.071
H20 -1.27012 0.36222 2.76215  0.077
H21 0.47425 0.19764 3.00143  0.050
H22 -0.87723 1.64465 0.67649  0.098
H23 -0.13169 0.06288 0.61275  0.091
H24 1.42167 1.66759 -0.30538  0.102
H25 2.07669 1.00646 1.17355  0.104
H26 2.50492 3.40555 1.03489  0.109
H27 1.51829 3.03285 2.42748  0.102
H28 0.70355 5.05325 1.38319  0.104
H29 -0.52434 3.81822 1.21921  0.099
H30 1.45057 4.66845 -0.96814  0.076
H31 -0.25909 5.10660 -0.87994  0.065
H32 0.19950 3.42964 -1.16589  0.054
C16 -4.86509 6.46840 -4.87742  -0.114
C17 -3.82161 6.20893 -3.79647  -0.272
C18 -2.53580 5.58172 -4.33410  -0.228
C19 -2.70405 4.19900 -4.96893  -0.228
C20 -3.31704 3.13748 -4.05621  -0.270
C21 -2.46749 2.83803 -2.82638  -0.117
H33 -5.19245 5.54251 -5.35393  0.065
H34 -5.74712 6.94580 -4.44581  0.069
H35 -4.46840 7.13140 -5.64978  0.075
H36 -4.25397 5.58218 -3.01121  0.098
H37 -3.56800 7.16184 -3.32217  0.104
H38 -1.80597 5.52246 -3.52064  0.095
H39 -2.09781 6.25318 -5.08025  0.109
H40 -1.72168 3.85293 -5.30763  0.109
H41 -3.31798 4.28475 -5.87071  0.100
H42 -3.43580 2.21439 -4.63123  0.104
H43 -4.32251 3.43411 -3.74493  0.099
H44 -1.47131 2.49509 -3.11615  0.074
H45 -2.93264 2.05223 -2.22737  0.071
H46 -2.35702 3.71673 -2.18812  0.058

Cartesian forces (eV/Å) of the 2 atoms listed first:
C -0.264 0.412 -0.499
C 0.552 -1.138 0.558

Computed, not measured: a structure of composition C21H46NO2P3Sm in a non-equilibrium geometry, with ωB97M-V with the def2-TZVPD basis set.

Output
- Molecular weight: 587.89 g mol⁻¹
- Expectation value of S²: 8.767
- F_max: 8.7 eV/Å
- Lowest unoccupied orbital energy (spin up / spin down): -0.4099 / -0.4045 Ha
- 2S+1: 6
- Gap between HOMO and LUMO (spin up / spin down): 4.311 / 4.481 eV
- Total energy: -2714.045281 Ha
- Highest occupied orbital energy (spin up / spin down): -15.464 / -15.488 eV
- Net charge: +3
- Energy above the lowest of the compared OMol25 structures with the same formula, charge and spin: 15.01 kcal per mole

Each line ends with the Löwdin spin population.
Positions of all 74 atoms, in Å:
Sm1 -1.18123 0.62468 -0.67461  5.067
P1 -1.95540 -2.16581 0.55670  -0.013
P2 0.99113 -0.75953 2.02351  -0.004
P3 1.87530 -2.09511 -1.81187  0.000
H1 -1.81721 3.32481 -1.21357  0.001
C1 -1.90836 2.44965 -1.88454  -0.011
C2 -2.95671 1.50679 -1.78856  0.014
H2 -3.74548 1.57696 -1.01852  0.001
C3 -3.51154 -1.72009 1.43994  -0.001
C4 -1.39367 -3.52855 1.65794  -0.003
C5 -2.61410 -3.16461 -0.83730  -0.001
C6 2.46839 0.30010 2.37009  0.000
C7 0.10234 -0.37929 3.60416  0.000
C8 1.72791 -2.35960 2.57457  -0.001
C9 1.19411 -2.25152 -3.45538  0.000
C10 1.60189 -3.63698 -0.97364  0.000
C11 3.55840 -1.51969 -1.69760  0.000
H3 -1.39544 2.59331 -2.83783  0.001
H4 -3.23554 0.86093 -2.63761  0.001
H5 -4.07325 -0.95487 0.88641  0.000
H6 -3.26999 -1.34014 2.44194  0.000
H7 -4.13105 -2.62123 1.53505  0.000
H8 -1.12119 -3.14633 2.64963  0.000
H9 -0.52593 -4.04373 1.22899  0.000
H10 -2.20423 -4.25990 1.78234  -0.001
H11 -3.10843 -2.50816 -1.56701  0.000
H12 -3.33828 -3.90038 -0.45874  0.000
H13 -1.78743 -3.68957 -1.33659  0.000
H14 2.68514 0.30759 3.44731  0.000
H15 2.29623 1.33042 2.03079  0.000
H16 3.34195 -0.12492 1.84967  0.000
H17 0.83151 -0.33452 4.42753  0.000
H18 -0.62158 -1.17319 3.83024  0.000
H19 -0.40817 0.59104 3.54509  0.000
H20 2.78170 -2.21225 2.84141  0.000
H21 1.67993 -3.11553 1.78262  0.000
H22 1.20213 -2.74030 3.46098  0.000
H23 1.55402 -3.21855 -3.83669  0.000
H24 1.53315 -1.44807 -4.11661  0.000
H25 0.09925 -2.28615 -3.43773  0.000
H26 1.74515 -4.40568 -1.74641  0.000
H27 0.58272 -3.73507 -0.56817  0.000
H28 2.36971 -3.78399 -0.20417  0.000
H29 4.12229 -1.85407 -2.57417  0.000
H30 3.97701 -1.90930 -0.75941  0.000
H31 3.51759 -0.41994 -1.65212  0.000
C12 1.19097 1.31369 -3.02978  0.000
C13 2.24496 2.24631 -3.04056  -0.002
C14 2.62835 2.82038 -4.26401  0.000
C15 1.98820 2.43980 -5.45353  -0.002
C16 0.89633 1.58523 -5.42159  0.000
C17 0.47891 1.01018 -4.22399  -0.002
O1 0.82391 0.76353 -1.86356  -0.029
H32 1.36176 -0.98703 -1.11840  0.000
H33 2.71522 2.55096 -2.10433  0.000
H34 3.43288 3.56216 -4.29211  0.000
H35 2.33378 2.82788 -6.40726  0.000
H36 0.33498 1.34712 -6.32558  0.000
H37 -0.40339 0.37658 -4.16389  0.000
C18 -1.21662 3.73645 4.12599  0.000
N1 -1.58732 2.88833 2.99995  -0.003
C19 -2.88271 2.19353 3.06315  0.000
C20 -0.78388 2.71570 1.95850  0.000
C21 0.53393 3.39744 1.80756  0.000
O2 -1.16737 1.90547 1.04708  -0.013
H38 -2.08599 3.83269 4.77046  0.000
H39 -0.90335 4.72640 3.78049  0.000
H40 -0.40039 3.30065 4.72005  0.000
H41 -3.48543 2.39080 2.16433  0.000
H42 -2.76224 1.10983 3.19333  0.000
H43 -3.40980 2.58105 3.93707  0.000
H44 0.39967 4.47739 1.68660  0.000
H45 1.17701 3.21755 2.68102  0.000
H46 1.01288 3.01022 0.89493  0.000

Cartesian forces (eV/Å) of the 2 atoms listed first:
Sm 6.542 -4.615 3.279
P -0.961 -0.448 -0.069

Computed, not measured: the ion C21H47FOPS with charge -1 in a non-equilibrium geometry, with ωB97M-V with the def2-TZVPD basis set.

Output
- Molecular weight: 397.65 g mol⁻¹
- F_max: 2.7 eV/Å
- Lowest unoccupied orbital energy: 0.1022 Ha
- Gap between HOMO and LUMO: 6.726 eV
- Total energy: -1742.602705 Ha
- Highest occupied orbital energy: -3.944 eV
- Net charge: -1

Each line ends with the Löwdin charge.
Positions of all 72 atoms, in Å:
C1 3.09597 -1.46020 2.17079  -0.130
C2 1.93736 -0.80330 3.18080  -0.256
C3 1.66449 -1.73489 4.50455  -0.230
C4 1.23324 -3.28253 4.09704  -0.224
C5 -0.27578 -3.34495 3.42029  -0.200
C6 -0.09199 -3.17380 1.79909  -0.227
C7 -1.08415 -4.14914 0.90867  -0.204
C8 -1.88136 -3.24385 -0.21944  -0.234
C9 -1.18034 -3.24358 -1.70307  -0.231
C10 0.27779 -2.49125 -1.77297  -0.199
C11 0.21850 -1.11814 -2.72494  -0.248
C12 0.09599 0.26581 -1.83544  -0.359
P1 1.60008 1.43475 -1.96602  0.463
F1 3.02996 2.49352 -1.99921  -0.441
C13 0.77961 2.57320 -3.26391  -0.342
C14 -0.03072 1.79579 -4.45789  -0.308
C15 -0.19474 2.84301 -5.73980  -0.562
S1 -2.00728 3.36753 -5.92635  0.530
C16 0.81331 2.55273 -0.60769  -0.348
C17 1.39127 2.28821 0.90295  -0.237
C18 0.15586 2.71598 1.94590  -0.217
C19 -0.97698 1.52090 2.01559  -0.180
C20 -2.53433 2.06882 2.01323  -0.213
O1 -2.90415 2.42321 0.61564  -0.272
C21 -3.38202 3.81142 0.52319  -0.136
H1 3.64512 -2.35038 2.69869  0.065
H2 2.62353 -1.89712 1.18108  0.062
H3 3.80451 -0.55414 1.89524  0.083
H4 2.32303 0.25870 3.56082  0.115
H5 0.95250 -0.66836 2.55996  0.065
H6 2.66870 -1.78532 5.10790  0.102
H7 0.85532 -1.22376 5.20845  0.111
H8 1.15584 -3.88779 5.11876  0.101
H9 2.06053 -3.80628 3.42140  0.106
H10 -0.79084 -4.40213 3.61670  0.108
H11 -0.98014 -2.47819 3.81741  0.118
H12 1.02053 -3.46611 1.48749  0.100
H13 -0.25775 -2.06750 1.40670  0.092
H14 -0.47454 -4.97075 0.29473  0.115
H15 -1.89285 -4.71013 1.54383  0.095
H16 -2.97697 -3.68800 -0.36870  0.103
H17 -2.01266 -2.10484 0.10574  0.116
H18 -1.02357 -4.36065 -2.02313  0.095
H19 -1.98740 -2.79814 -2.45411  0.108
H20 0.74501 -2.27726 -0.70784  0.089
H21 1.03424 -3.22864 -2.32561  0.103
H22 1.08727 -1.11884 -3.50868  0.078
H23 -0.79750 -1.18975 -3.34670  0.093
H24 -0.94894 0.81553 -2.01004  0.088
H25 0.05246 -0.09269 -0.69755  0.062
H26 2.27094 0.62858 -2.96447  -0.007
H27 2.27526 0.63069 -0.95133  -0.013
H28 0.07807 3.41038 -2.79731  0.093
H29 1.66349 3.17688 -3.79286  0.084
H30 0.46421 0.76344 -4.77822  0.104
H31 -1.14060 1.63037 -4.05093  0.075
H32 0.25131 2.36942 -6.73692  0.073
H33 0.46728 3.81566 -5.54708  0.081
H34 -2.80069 2.18196 -5.84078  -0.129
H35 0.95750 3.71634 -0.82414  0.093
H36 -0.36459 2.39195 -0.59628  0.073
H37 2.29114 3.03938 1.12861  0.114
H38 1.69763 1.18215 1.13164  0.069
H39 0.53315 2.90205 3.04379  0.092
H40 -0.29994 3.73771 1.56515  0.099
H41 -0.75100 0.75754 2.90243  0.104
H42 -0.85198 0.89098 1.02440  0.092
H43 -2.75134 2.91533 2.79170  0.120
H44 -3.24139 1.14887 2.29453  0.124
H45 -4.18987 4.04262 1.33810  0.088
H46 -3.74183 4.09651 -0.55757  0.102
H47 -2.45175 4.51449 0.75397  0.095

Cartesian forces (eV/Å) of the 2 atoms listed first:
C -0.545 0.627 0.130
C 0.311 -0.227 0.098